1.
Here is a structure of composition C3H4HoO4 from the Open Molecules 2025 dataset. Energies are from the ωB97M-V functional and the def2-TZVPD basis.

Structure (XYZ):
```
12
Properties=species:S:1:pos:R:3
O -0.495 -0.024 1.076
C -0.804 0.461 -0.491
C 0.927 -0.107 1.134
O -1.162 1.736 -0.643
O 0.425 0.150 -1.086
C 1.090 -0.800 -0.237
H 1.198 -0.810 1.936
H 1.435 0.863 1.247
H 2.143 -0.816 -0.544
Ho -3.195 1.339 -1.593
O -1.766 -0.378 -0.942
H 0.203 -1.614 0.144
```

Results
Multiplicity: 5
HOMO (alpha / beta): -12.295 / -12.301 eV
Charge: +1
Strongest force on any atom: 7.48 eV/Å
E_tot: -1365.3172 hartree
Energy relative to the best compared isomer or geometry (same formula, charge and spin): 2.026 eV

2.
Here is a structure of composition C3H4I2 from the Open Molecules 2025 dataset. Energies are from the ωB97M-V functional and the def2-TZVPD basis.

Structure (XYZ):
```
9
Properties=species:S:1:pos:R:3
C 0.111 0.596 -1.470
C -0.331 -0.223 -0.428
C -0.259 0.094 0.914
I 2.029 -1.254 1.738
I -1.714 -0.947 2.193
H 0.004 0.532 -2.586
H 0.734 1.483 -1.150
H -0.735 -1.145 -0.633
H 0.160 0.862 1.423
```

Results
Multiplicity: 3
HOMO (alpha / beta): -7.838 / -9.111 eV
Charge: 0
Strongest force on any atom: 4.39 eV/Å
E_tot: -711.9634 hartree
Energy relative to the best compared isomer or geometry (same formula, charge and spin): 0.000 eV

3.
Here is a structure of composition C3H4I2 from the Open Molecules 2025 dataset. Energies are from the ωB97M-V functional and the def2-TZVPD basis.

Structure (XYZ):
```
9
Properties=species:S:1:pos:R:3
C -2.310 -1.488 -1.064
C -0.037 -0.570 0.885
C -0.038 0.361 1.804
I -1.855 0.289 -1.984
I -1.868 -1.607 1.105
H -1.673 -2.192 -1.628
H -3.304 -1.604 -1.309
H 0.723 1.071 1.615
H -0.285 0.456 2.814
```

Results
Multiplicity: 3
HOMO (alpha / beta): -5.810 / -9.169 eV
Charge: 0
Strongest force on any atom: 3.50 eV/Å
E_tot: -711.8153 hartree
Energy relative to the best compared isomer or geometry (same formula, charge and spin): 4.032 eV

4.
Here is a structure of composition C3H4I2O from the Open Molecules 2025 dataset. Energies are from the ωB97M-V functional and the def2-TZVPD basis.

Structure (XYZ):
```
10
Properties=species:S:1:pos:R:3
C 1.641 -0.930 1.736
C -0.482 0.781 -1.731
C -1.401 0.543 -0.818
O 1.616 -0.123 0.827
I -2.859 1.901 -0.129
I -1.620 -1.410 0.097
H 2.087 -1.821 1.495
H 1.204 -0.882 2.757
H 0.229 0.149 -2.239
H -0.416 1.792 -1.993
```

Results
HOMO: -9.227 eV
Charge: 0
Strongest force on any atom: 3.15 eV/Å
E_tot: -787.2505 hartree
Energy relative to the best compared isomer or geometry (same formula, charge and spin): 1.972 eV

5.
Here is a structure of composition C3H4I4 from the Open Molecules 2025 dataset. Energies are from the ωB97M-V functional and the def2-TZVPD basis.

Structure (XYZ):
```
11
Properties=species:S:1:pos:R:3
C 0.609 1.124 0.324
C 0.399 -0.071 0.931
C 0.740 -1.333 -1.635
I 0.380 2.925 2.185
I 1.748 -1.392 1.886
I 2.518 -0.783 -2.491
I -1.004 -0.684 -2.627
H -0.109 1.632 -0.272
H 1.577 1.392 0.020
H -0.680 -0.290 1.268
H 0.755 -2.137 -0.996
```

Results
HOMO (alpha / beta): -8.403 / -8.656 eV
Charge: 0
Strongest force on any atom: 3.13 eV/Å
E_tot: -1307.3406 hartree
Energy relative to the best compared isomer or geometry (same formula, charge and spin): 2.932 eV

6.
Here is an isolated molecule of C3H4IN from the Open Molecules 2025 dataset. Energies are from the ωB97M-V functional and the def2-TZVPD basis.

Structure (XYZ):
```
9
Properties=species:S:1:pos:R:3
C -1.763 -0.526 0.240
C -0.637 0.166 0.087
C 1.726 0.202 -0.202
N 0.579 -0.232 0.542
I 3.714 0.134 0.262
H -2.847 -0.186 0.085
H -1.584 -1.506 0.416
H -0.660 1.239 -0.250
H 1.473 0.709 -1.181
```

Results
HOMO: -8.769 eV
Charge: 0
Strongest force on any atom: 8.32 eV/Å
Structure (SMILES): C=C/N=C/I
E_tot: -469.0548 hartree
Energy relative to the best compared isomer or geometry (same formula, charge and spin): 1.891 eV

7.
Here is an isolated molecule of C3H4INO from the Open Molecules 2025 dataset. Energies are from the ωB97M-V functional and the def2-TZVPD basis.

Structure (XYZ):
```
10
Properties=species:S:1:pos:R:3
C 1.144 0.189 -0.079
C 0.072 1.117 0.012
C 1.059 -1.143 0.043
N -1.743 -0.312 0.059
O -1.199 0.896 0.056
I -3.761 -0.188 -0.024
H 2.101 0.656 -0.279
H 0.279 2.180 0.017
H 0.123 -1.623 0.270
H 1.924 -1.772 -0.075
```

Results
HOMO (alpha / beta): -8.367 / -7.752 eV
Charge: 0
Strongest force on any atom: 1.48 eV/Å
E_tot: -544.2248 hartree
Energy relative to the best compared isomer or geometry (same formula, charge and spin): 4.301 eV

8.
Here is an isolated molecule of C3H4INOS from the Open Molecules 2025 dataset. Energies are from the ωB97M-V functional and the def2-TZVPD basis.

Structure (XYZ):
```
11
Properties=species:S:1:pos:R:3
C -0.650 0.102 0.820
C -0.370 -0.960 -0.140
C 0.225 1.448 0.659
N 0.550 -1.021 -1.128
O -1.578 0.144 1.622
S 1.824 -0.389 -2.354
I -1.671 -2.602 0.143
H 0.103 2.051 1.553
H 0.058 2.053 -0.212
H 1.203 1.043 0.654
H 0.307 -1.869 -1.617
```

Results
HOMO (alpha / beta): -8.803 / -8.810 eV
Charge: 0
Strongest force on any atom: 5.09 eV/Å
E_tot: -942.4815 hartree
Energy relative to the best compared isomer or geometry (same formula, charge and spin): 2.805 eV

9.
Here is an isolated molecule of C3H4INOS from the Open Molecules 2025 dataset. Energies are from the ωB97M-V functional and the def2-TZVPD basis.

Structure (XYZ):
```
11
Properties=species:S:1:pos:R:3
C -0.075 0.020 -0.196
C 1.088 -0.043 -1.091
C -1.310 -0.678 -0.677
N 1.553 0.036 1.414
O 0.239 -0.295 1.098
S 2.406 0.084 -0.133
I -0.657 2.520 0.116
H -1.833 -0.084 -1.421
H -1.963 -0.900 0.161
H -0.999 -1.611 -1.153
H 1.550 0.951 1.882
```

Results
HOMO: -9.280 eV
Charge: 0
Strongest force on any atom: 1.73 eV/Å
E_tot: -942.4298 hartree
Energy relative to the best compared isomer or geometry (same formula, charge and spin): 4.211 eV

10.
Here is an isolated molecule of C3H4INOS from the Open Molecules 2025 dataset. Energies are from the ωB97M-V functional and the def2-TZVPD basis.

Structure (XYZ):
```
11
Properties=species:S:1:pos:R:3
C -0.298 -1.066 0.606
C -0.702 0.796 -0.660
C 0.348 0.039 1.346
N -0.820 -0.649 -0.634
O -0.436 -2.144 1.065
S 0.929 1.102 0.250
I 2.756 0.755 -1.272
H -0.730 1.245 -1.643
H -1.454 1.199 0.042
H 0.768 -0.232 2.295
H -0.361 -1.044 -1.395
```

Results
HOMO (alpha / beta): -8.658 / -8.658 eV
Charge: 0
Strongest force on any atom: 3.75 eV/Å
E_tot: -942.5301 hartree
Energy relative to the best compared isomer or geometry (same formula, charge and spin): 1.482 eV

11.
Here is the ion C3H4IO3S with charge -1 from the Open Molecules 2025 dataset. Energies are from the ωB97M-V functional and the def2-TZVPD basis.

Structure (XYZ):
```
12
Properties=species:S:1:pos:R:3
C 1.029 0.863 0.609
C 0.613 0.830 -0.837
C -0.327 0.272 0.185
O 0.581 -2.067 0.130
O -1.487 -1.799 1.351
O -1.385 -1.682 -1.184
S -0.778 -1.504 0.128
I -2.407 1.450 0.326
H 1.555 0.085 1.007
H 0.987 1.740 1.038
H 0.542 1.721 -1.322
H 1.078 0.092 -1.431
```

Results
HOMO: -5.309 eV
Charge: -1
Strongest force on any atom: 5.09 eV/Å
Structure (SMILES): O=S(=O)([O-])C1(I)CC1
E_tot: -1038.3276 hartree
Energy relative to the best compared isomer or geometry (same formula, charge and spin): 0.000 eV

12.
Here is a structure of composition C3H4IrLiO4 from the Open Molecules 2025 dataset. Energies are from the ωB97M-V functional and the def2-TZVPD basis.

Structure (XYZ):
```
13
Properties=species:S:1:pos:R:3
O -0.669 -1.719 0.848
C -0.713 -1.214 2.141
C 0.327 -1.511 0.013
O -1.796 -1.482 2.690
O 0.220 -0.520 2.529
C 1.319 -2.377 -0.378
Ir -2.761 -1.556 4.082
H 1.499 -2.453 -1.450
H 1.312 -3.340 0.135
Li 1.038 0.118 4.064
O 0.869 -0.238 -0.111
H 0.283 0.479 0.221
H 1.901 -0.716 -0.580
```

Results
Multiplicity: 5
HOMO (alpha / beta): -28.091 / -27.298 eV
Charge: +4
Strongest force on any atom: 9.59 eV/Å
E_tot: -527.2325 hartree
Energy relative to the best compared isomer or geometry (same formula, charge and spin): 1.191 eV

13.
Here is a structure of composition C3H4IrO2 from the Open Molecules 2025 dataset. Energies are from the ωB97M-V functional and the def2-TZVPD basis.

Structure (XYZ):
```
10
Properties=species:S:1:pos:R:3
O -0.524 1.575 1.359
Ir -0.699 0.614 -0.255
O -0.528 3.036 3.096
C -0.285 2.300 2.252
C 0.578 -1.411 -0.465
C 0.082 -1.063 -1.670
H 1.575 -1.089 -0.149
H 0.015 -2.060 0.211
H 0.677 -0.468 -2.370
H -0.891 -1.435 -2.010
```

Results
Multiplicity: 5
HOMO (alpha / beta): -28.164 / -28.329 eV
Charge: +3
Strongest force on any atom: 7.97 eV/Å
E_tot: -369.8165 hartree
Energy relative to the best compared isomer or geometry (same formula, charge and spin): 0.752 eV

14.
Here is a structure of composition C3H4LaLiO3 from the Open Molecules 2025 dataset. Energies are from the ωB97M-V functional and the def2-TZVPD basis.

Structure (XYZ):
```
12
Properties=species:S:1:pos:R:3
H -3.952 -1.517 0.830
O -3.553 0.170 -0.258
O -0.625 1.738 -0.067
C -3.379 -1.036 0.013
C 0.005 0.841 0.438
H -3.022 -1.708 -0.797
Li -2.468 1.627 -0.649
La 2.675 -0.306 0.431
O 0.600 -1.503 -0.086
C -0.618 -0.853 0.140
H -1.173 -1.515 -0.562
H -1.140 -0.861 1.121
```

Results
HOMO (alpha / beta): -14.722 / -14.725 eV
Charge: +2
Strongest force on any atom: 4.99 eV/Å
E_tot: -380.8170 hartree
Energy relative to the best compared isomer or geometry (same formula, charge and spin): 1.980 eV

15.
Here is a structure of composition C3H4LiNaO3 from the Open Molecules 2025 dataset. Energies are from the ωB97M-V functional and the def2-TZVPD basis.

Structure (XYZ):
```
12
Properties=species:S:1:pos:R:3
O 0.314 0.482 -0.379
C 0.193 0.042 0.956
C -0.012 1.125 1.937
H -0.678 -0.725 0.860
H 1.132 -0.506 1.146
H 0.070 2.166 1.616
H 0.137 0.902 2.996
Li 0.575 1.831 -1.839
O -0.182 0.202 -2.499
C -0.218 -0.420 -1.414
O -0.320 -1.638 -1.228
Na -1.010 -3.461 -2.153
```

Results
Multiplicity: 2
HOMO (alpha / beta): -11.338 / -13.959 eV
Charge: +1
Strongest force on any atom: 3.13 eV/Å
E_tot: -512.0914 hartree
Energy relative to the best compared isomer or geometry (same formula, charge and spin): 0.000 eV

16.
Here is a structure of composition C3H4LiO3Ru from the Open Molecules 2025 dataset. Energies are from the ωB97M-V functional and the def2-TZVPD basis.

Structure (XYZ):
```
12
Properties=species:S:1:pos:R:3
O -1.618 0.491 0.083
C -0.634 0.718 -0.918
C 0.742 0.749 -0.328
O 2.591 -1.964 0.584
C 1.636 -2.273 1.174
O 0.518 -2.023 1.470
Li -3.144 1.454 -0.021
Ru -1.007 -0.757 1.304
H -0.823 1.693 -1.409
H -0.695 -0.057 -1.698
H 0.831 1.025 0.731
H 1.603 0.944 -0.970
```

Results
Multiplicity: 7
HOMO (alpha / beta): -22.191 / -26.136 eV
Charge: +3
Strongest force on any atom: 7.17 eV/Å
E_tot: -443.3606 hartree
Energy relative to the best compared isomer or geometry (same formula, charge and spin): 0.000 eV

17.
Here is a structure of composition C3H4LiO4Pt from the Open Molecules 2025 dataset. Energies are from the ωB97M-V functional and the def2-TZVPD basis.

Structure (XYZ):
```
13
Properties=species:S:1:pos:R:3
O -0.531 -0.350 0.206
C -0.817 0.351 1.424
C 0.369 -0.011 -0.665
O -1.804 1.044 1.339
O -0.017 0.138 2.357
C 0.608 -0.926 -1.784
Li -3.037 2.208 2.051
H 0.102 -0.536 -2.677
H 0.149 -1.895 -1.533
Pt 0.598 -1.329 3.119
O 1.163 0.965 -0.507
H 1.508 1.278 -1.388
H 1.710 -0.938 -1.945
```

Results
Multiplicity: 4
HOMO (alpha / beta): -15.082 / -18.754 eV
Charge: +2
Strongest force on any atom: 9.46 eV/Å
E_tot: -543.7385 hartree
Energy relative to the best compared isomer or geometry (same formula, charge and spin): 0.000 eV

18.
Here is a structure of composition C3H4MgO4Ru from the Open Molecules 2025 dataset. Energies are from the ωB97M-V functional and the def2-TZVPD basis.

Structure (XYZ):
```
13
Properties=species:S:1:pos:R:3
O -2.154 0.266 0.255
C -1.040 0.987 0.542
O -0.395 0.559 1.723
C -0.037 -0.853 1.726
Ru -1.760 -1.511 0.759
H -1.244 2.063 0.682
H 0.140 -1.108 2.782
H 0.929 -0.957 1.193
H -0.106 0.773 -0.492
O 1.981 -0.352 -1.361
C 0.872 0.168 -1.625
O 0.474 0.306 -2.807
Mg 2.339 -0.339 -3.377
```

Results
Multiplicity: 7
HOMO (alpha / beta): -15.835 / -18.138 eV
Charge: +2
Strongest force on any atom: 3.12 eV/Å
E_tot: -711.7274 hartree
Energy relative to the best compared isomer or geometry (same formula, charge and spin): 0.223 eV

19.
Here is a structure of composition C3H4MgO4Yb from the Open Molecules 2025 dataset. Energies are from the ωB97M-V functional and the def2-TZVPD basis.

Structure (XYZ):
```
13
Properties=species:S:1:pos:R:3
O 1.414 -0.540 7.236
C 0.584 -1.561 6.961
O 0.727 -2.672 7.805
C 0.713 -2.378 9.231
Yb 1.761 -0.297 9.268
H 0.659 -1.936 5.926
H 1.234 -3.220 9.710
H -0.340 -2.414 9.572
H -1.170 -0.919 7.192
O -3.140 -0.954 8.284
C -2.417 -0.467 7.373
O -2.832 0.515 6.700
Mg -4.601 0.329 7.693
```

Results
Multiplicity: 2
HOMO (alpha / beta): -9.278 / -12.068 eV
Charge: +1
Strongest force on any atom: 7.49 eV/Å
E_tot: -1776.0993 hartree

20.
Here is a structure of composition C3H4MnO2 from the Open Molecules 2025 dataset. Energies are from the ωB97M-V functional and the def2-TZVPD basis.

Structure (XYZ):
```
10
Properties=species:S:1:pos:R:3
C -0.810 -1.429 -0.127
C 0.310 -0.606 -0.665
H 0.225 -0.207 -1.686
H 1.193 -1.277 -0.571
C 0.568 0.459 0.383
O 0.865 1.606 0.080
Mn 1.532 3.213 0.947
H 0.616 0.132 1.438
O -1.857 -0.677 0.012
H -2.642 -1.215 0.189
```

Results
Multiplicity: 7
HOMO (alpha / beta): -10.872 / -11.098 eV
Charge: +1
Strongest force on any atom: 2.96 eV/Å
E_tot: -1417.6840 hartree
Energy relative to the best compared isomer or geometry (same formula, charge and spin): 1.950 eV